Entry 1:
90
Properties=species:S:1:pos:R:3:forces:R:3:lowdin_charge:R:1 method="wB97M-V/def2-TZVPD" total_energy_ha=-3975.38197 lumo_energy_ha=0.00284 smiles="O=C1OC[C@@H](F)O1.O=C1OC[C@@H](F)O1.O=C1OC[C@@H](F)O1.O=C1OC[C@@H](F)O1.O=C1OC[C@@H](F)O1.O=C1OC[C@@H](F)O1.O=C1OC[C@@H](F)O1.O=C1OC[C@@H](F)O1.O=C1OC[C@@H](F)O1" gap_ev=10.8 e_above_lowest_ev=3.596
O -3.096946 0.961263 -1.286654 1.8 -0.2 0.4 0.1445
C -1.913880 0.832820 -1.061063 -0.7 0.5 0.2 -0.5490
O -0.934223 1.692317 -1.327493 0.2 0.3 -0.9 0.0680
C 0.370607 1.091270 -1.054897 -0.7 1.0 0.6 0.0037
C 0.007584 -0.121408 -0.170322 0.6 0.5 -2.9 -0.3236
F 0.260379 0.105098 1.101937 -0.1 0.4 1.8 0.0989
O -1.363375 -0.207584 -0.421038 -1.1 -1.9 0.9 0.1406
H 0.878965 0.869793 -1.993315 -0.2 -0.2 0.2 0.1050
H 0.866751 1.888210 -0.500989 0.5 -0.4 0.0 0.1398
H 0.517828 -1.040388 -0.458825 -0.4 0.1 -0.1 0.1494
O -1.669904 1.075564 -6.553067 -0.8 1.7 1.8 0.1350
C -2.444483 1.676848 -5.824614 0.1 -1.7 -2.0 -0.5424
O -3.516600 1.105532 -5.290717 0.4 -2.4 -0.5 0.0730
C -4.437564 2.057272 -4.862468 0.1 -0.5 1.1 -0.0614
C -3.497619 3.177859 -4.543805 -0.3 -0.5 -0.4 -0.2777
F -2.833319 2.956933 -3.374599 -0.4 0.4 0.3 0.0758
O -2.507720 2.985866 -5.545368 0.7 1.7 -0.2 0.1410
H -5.121344 2.238532 -5.691741 -0.2 0.4 0.3 0.1551
H -4.886045 1.672333 -3.946605 -0.5 0.2 -0.2 0.1400
H -4.074194 4.102779 -4.530183 1.1 0.6 -0.2 0.1747
O 2.627484 -0.396515 -3.183980 1.2 1.0 0.8 0.1655
C 3.431365 0.276634 -2.580455 0.0 -1.0 -1.9 -0.5255
O 4.578174 0.796057 -3.095065 -0.3 -0.9 -0.6 0.0928
C 5.098467 1.756413 -2.198859 0.2 1.2 -1.1 -0.0658
C 4.344681 1.523560 -0.938220 -0.5 0.4 0.7 -0.2525
F 3.734886 2.726420 -0.565046 0.5 -1.4 0.0 0.0473
O 3.359255 0.570361 -1.297318 -0.4 0.7 1.5 0.1374
H 6.184029 1.796824 -2.109341 -0.1 -0.8 -0.1 0.1474
H 4.829710 2.719605 -2.632601 -0.1 0.2 0.3 0.1452
H 4.940654 1.079077 -0.141129 -0.4 0.5 0.4 0.1727
O 0.975734 -3.809305 -2.934084 -1.0 3.1 -1.0 0.1257
C 0.578308 -2.810690 -3.535307 0.4 -2.4 1.6 -0.4831
O 0.459799 -2.741110 -4.852815 0.5 -0.5 -0.1 0.1030
C 0.208664 -1.396423 -5.223391 0.4 0.7 -1.4 -0.0402
C -0.466988 -0.896698 -3.969650 1.1 1.2 -0.3 -0.3910
F -1.722760 -1.278329 -4.042089 -2.9 -0.1 -0.2 0.1284
O 0.102431 -1.630256 -2.981877 1.8 -2.7 1.6 0.0921
H 1.150640 -0.939202 -5.526254 0.1 0.3 0.5 0.1406
H -0.411576 -1.377599 -6.119522 -0.4 0.0 0.4 0.1408
H -0.382543 0.111158 -3.563198 -0.1 0.5 -1.1 0.1631
O 2.715687 1.154905 2.082935 2.8 -1.8 2.7 0.1053
C 3.572229 0.764580 2.906638 -4.0 1.4 -3.2 -0.5330
O 3.480945 -0.225739 3.770448 -1.9 -1.1 -1.4 0.1024
C 4.495369 -0.128737 4.682714 0.9 0.1 2.8 -0.0771
C 5.509398 0.800958 4.041783 -0.7 -1.2 -0.2 -0.2868
F 6.385235 0.033678 3.361017 1.5 -0.5 -0.1 0.0782
O 4.725910 1.361500 3.052583 1.3 2.8 -0.5 0.1521
H 4.033089 0.300681 5.571523 0.3 0.2 0.3 0.1486
H 4.910100 -1.098066 4.959321 0.0 0.0 -0.3 0.1551
H 6.045716 1.530292 4.648845 -0.2 0.0 -0.1 0.1773
O 0.684314 1.492050 4.590917 -3.4 1.8 -2.4 0.1226
C -0.246026 2.043598 3.958455 5.3 -0.1 3.4 -0.5174
O -0.411298 3.376098 3.863340 0.4 0.5 0.8 0.0858
C -1.531790 3.626624 3.002948 0.8 -0.9 -0.2 -0.0162
C -2.239403 2.276588 3.154898 -1.7 3.7 -1.4 -0.3121
F -2.903055 2.120832 1.972110 0.0 -1.2 -0.2 0.0629
O -1.196204 1.431418 3.326511 -1.4 -3.0 -0.6 0.1537
H -2.093909 4.544067 3.177376 0.2 -0.3 0.6 0.1489
H -1.105881 3.645655 1.999779 -0.3 0.2 -0.3 0.1440
H -3.010479 2.318404 3.924172 0.2 -0.8 0.4 0.1834
O -7.049596 1.955732 -2.234825 2.0 -2.5 5.0 0.0769
C -6.606881 1.408488 -1.170776 -2.1 1.6 -4.4 -0.4610
O -6.753906 1.881185 0.084517 0.6 0.7 -0.1 0.0823
C -5.641043 1.344982 0.812736 0.6 -2.3 -0.3 -0.0478
C -5.571897 -0.060185 0.156367 0.5 0.5 -0.2 -0.3249
F -6.522726 -0.910896 0.599302 -0.3 -0.5 1.1 0.0794
O -5.950602 0.219955 -1.144894 -0.3 1.3 -1.4 0.1164
H -4.699088 1.834202 0.564760 -0.3 0.3 0.0 0.1084
H -5.729581 1.216651 1.891525 -0.7 0.6 -0.2 0.1407
H -4.604301 -0.559992 0.111010 0.0 0.1 0.3 0.1620
O -0.484381 -4.809032 3.192984 0.0 0.3 0.6 0.1521
C -0.461001 -3.689974 3.640083 -3.2 -4.1 -3.8 -0.6406
O -1.476985 -2.845650 3.458553 -1.7 -0.7 -0.3 0.1141
C -1.061242 -1.587939 3.822858 0.5 1.7 -0.7 -0.0966
C 0.179161 -1.861771 4.607552 -0.2 0.9 0.3 -0.2991
F -0.050472 -2.018200 5.917709 0.0 0.5 1.5 0.1013
O 0.526891 -3.140360 4.167293 4.5 2.2 1.8 0.2114
H -0.638817 -1.054047 2.971624 -0.5 0.1 -0.5 0.1181
H -1.864821 -0.972292 4.227031 0.3 -0.3 0.5 0.1495
H 0.910286 -1.082889 4.391022 0.5 -0.5 0.5 0.1527
O 4.965651 -4.642656 2.207097 -2.5 0.4 -2.0 0.1276
C 3.980869 -4.429096 1.505205 1.7 -0.7 2.8 -0.5217
O 2.810009 -5.096503 1.579489 0.2 -0.9 1.0 0.0731
C 1.960361 -4.787022 0.480015 0.9 0.8 0.0 -0.0266
C 2.560211 -3.399929 0.152928 -0.1 -2.4 -3.1 -0.3311
F 1.812999 -2.439048 0.686570 -0.3 1.2 0.9 0.0947
O 3.881046 -3.414371 0.630707 -0.6 0.3 -0.2 0.1460
H 2.060373 -5.601436 -0.237494 0.4 0.5 -0.5 0.1419
H 0.885483 -4.704200 0.640820 0.2 0.0 1.0 0.1379
H 2.588743 -3.323977 -0.934054 0.1 0.8 0.0 0.1510


Entry 2:
96
Properties=species:S:1:pos:R:3:forces:R:3:lowdin_charge:R:1 method="wB97M-V/def2-TZVPD" total_charge=-1 total_energy_ha=-4745.82392 lumo_energy_ha="0.01903 / -0.00576" spin_multiplicity=3 gap_ev="8.6 / 8.2" e_above_lowest_ev=0.448
Pd -4.214518 -4.617713 15.831510 0.3 1.2 -0.7 0.9596
P -4.568487 -6.918116 16.422779 0.1 0.5 -1.1 0.0521
O -4.789102 -8.363034 16.732638 0.1 0.9 0.0 -0.2783
O -5.439740 -6.187236 15.319339 -1.4 -1.8 -1.1 -0.4012
O -3.154687 -6.455733 15.884254 0.9 -1.0 -0.2 -0.3963
O -4.745525 -5.772860 17.464519 -0.4 -0.2 2.9 -0.4159
C -0.458285 -7.012586 15.935375 0.0 -1.9 -0.8 -0.0762
C -0.511576 -7.135114 14.405921 -0.2 0.2 0.8 -0.2982
O 0.401179 -8.144638 14.107903 -0.6 0.0 -0.9 0.1389
C 1.284564 -8.290771 15.126129 -0.5 0.3 0.4 -0.5638
O 2.284380 -8.912864 15.077548 0.3 -0.2 0.0 0.1941
O 0.798130 -7.646976 16.192705 1.0 0.9 1.1 0.0851
F -0.050521 -5.966638 13.848362 -0.1 0.2 -0.2 0.0539
H -1.160044 -7.691095 16.415113 -0.4 0.3 -0.3 0.0948
H -0.619848 -6.012479 16.318551 0.7 0.1 0.0 0.1296
H -1.505597 -7.341286 14.018451 0.1 -0.1 -0.2 0.1414
C -8.218215 -5.598765 17.160991 -0.4 0.2 0.5 -0.0175
C -8.756277 -5.266751 15.783362 2.1 -0.6 -1.4 -0.3188
O -9.753531 -4.321406 15.943833 -0.2 -0.1 0.1 0.1543
C -9.668624 -3.836046 17.206427 -1.3 0.7 0.8 -0.5556
O -10.412736 -3.009740 17.646073 0.7 -0.3 -0.4 0.1670
O -8.679258 -4.418438 17.887647 0.3 -0.9 0.1 0.0654
F -9.209611 -6.340458 15.055324 -0.3 0.2 0.6 0.0637
H -7.134984 -5.670155 17.235443 0.0 0.3 -0.4 0.0942
H -8.599425 -6.530252 17.591319 -0.5 0.3 0.0 0.1433
H -7.914292 -4.866907 15.197093 -0.4 0.1 -0.1 0.1541
C -7.380646 -10.006408 15.749013 -1.2 -0.9 0.2 -0.0420
C -8.397722 -9.528090 14.715013 1.6 0.8 0.5 -0.3035
O -9.590544 -9.452984 15.457687 -0.2 1.2 -1.7 0.1571
C -9.523282 -10.316990 16.442273 0.3 -1.6 2.5 -0.5827
O -10.371018 -10.588078 17.242240 0.0 0.3 -0.9 0.1657
O -8.280266 -10.854024 16.505251 0.4 -0.2 0.3 0.0396
F -8.520080 -10.458664 13.730115 -0.3 0.1 -0.1 0.0791
H -6.990607 -9.272319 16.453952 0.1 0.3 -0.5 0.1038
H -6.587013 -10.613530 15.320948 -0.1 0.0 0.0 0.1425
H -8.091948 -8.565531 14.308814 -0.7 0.0 -0.3 0.1522
C -4.507257 -7.382960 12.641277 0.6 0.4 0.3 -0.0692
C -4.783940 -8.748092 13.157931 -1.0 1.1 1.8 -0.3297
O -3.725224 -9.503637 12.679708 -0.6 -0.5 0.1 0.1379
C -3.192678 -8.854099 11.598876 0.4 0.2 0.2 -0.5483
O -2.240048 -9.230828 11.010733 -0.2 -0.1 -0.3 0.1966
O -3.862021 -7.708221 11.406982 0.2 0.9 -0.6 0.0896
F -6.038721 -9.154334 12.748257 0.3 -0.7 -0.5 0.0556
H -3.804947 -6.906915 13.329892 0.3 0.0 -0.1 0.1119
H -5.327852 -6.674484 12.595174 -0.3 -0.4 -0.6 0.1393
H -4.837593 -8.712115 14.249778 0.3 -0.6 -0.1 0.1320
C -5.521670 -1.233116 11.637749 -1.8 -0.5 0.1 -0.0273
C -7.018506 -1.538461 11.904514 1.4 0.9 -1.1 -0.3007
O -6.964000 -2.785518 12.544187 -0.7 -0.7 0.0 0.1660
C -5.776150 -2.902875 13.139621 0.2 0.9 1.0 -0.5364
O -5.482578 -3.703153 13.979349 -0.2 0.0 -0.5 0.1055
O -4.998698 -1.860227 12.811185 1.3 0.1 -0.4 0.0829
F -7.697753 -1.629265 10.737030 -0.2 -0.1 0.5 0.0865
H -5.357986 -0.163784 11.565117 0.4 -0.1 0.4 0.1408
H -5.223560 -1.736746 10.717619 0.3 -0.1 0.1 0.1455
H -7.411992 -0.761464 12.563703 -0.7 -0.3 -0.1 0.1777
C -6.272486 -5.637461 20.216310 -2.0 -0.8 -0.5 -0.0981
C -6.043813 -4.212463 19.876589 0.1 0.6 -0.3 -0.3049
O -5.117190 -3.839283 20.875155 0.0 0.6 -0.5 0.1260
C -5.375837 -4.602520 21.973292 0.4 -1.2 0.2 -0.5391
O -4.880214 -4.464610 23.039748 -0.2 0.5 -0.1 0.1841
O -6.181080 -5.644437 21.630304 0.4 0.3 0.1 0.1001
F -7.172244 -3.449430 20.087563 -0.1 -0.2 0.2 0.0568
H -5.626947 -6.370401 19.744567 0.5 0.4 0.1 0.0972
H -7.282909 -5.905437 19.892897 0.0 0.0 0.4 0.1414
H -5.786342 -4.010959 18.832763 0.8 -0.1 0.5 0.1491
C -5.810049 -10.500768 18.817200 1.1 1.1 -1.5 -0.0824
C -6.163739 -9.179639 19.490663 -1.4 -1.6 -0.6 -0.2818
O -6.402261 -9.615975 20.801033 0.8 1.1 0.6 0.1447
C -5.747659 -10.788328 21.033395 -0.7 -1.2 -0.4 -0.5268
O -5.664982 -11.341904 22.074733 0.2 0.5 0.1 0.1891
O -5.347799 -11.328885 19.850643 -0.2 0.1 0.6 0.0925
F -7.384035 -8.750273 18.993974 0.3 0.4 0.1 0.0394
H -5.001694 -10.323454 18.110507 0.0 -0.2 0.0 0.0902
H -6.657605 -10.873772 18.240187 -0.2 -0.3 0.5 0.1324
H -5.446841 -8.381665 19.316439 0.0 0.1 0.6 0.1376
C -2.553300 -6.163314 19.965883 -0.8 0.0 0.2 -0.0423
C -1.702879 -6.835058 18.908400 0.1 1.1 0.6 -0.2880
O -1.475994 -8.147578 19.376228 -0.4 0.9 -1.0 0.1474
C -2.151244 -8.317621 20.536406 0.5 -0.9 1.3 -0.5609
O -2.153235 -9.336652 21.153653 -0.2 0.3 -0.4 0.1817
O -2.737495 -7.188666 20.944808 -0.4 0.5 -0.1 0.0948
F -0.517116 -6.131870 18.877606 0.3 -0.5 -0.4 0.0518
H -3.505758 -5.830467 19.553806 -0.1 -0.4 0.0 0.0946
H -2.119547 -5.266325 20.404836 0.5 -0.3 0.1 0.1483
H -2.187489 -6.752862 17.933685 0.4 -0.5 -0.1 0.1125
C -2.405305 -10.480496 15.660398 -0.4 1.2 0.9 -0.0703
C -2.412670 -10.686677 17.166601 -0.4 0.4 -0.2 -0.2862
O -1.029189 -10.849335 17.415891 -0.8 -0.4 0.4 0.1327
C -0.473476 -11.438028 16.299723 -0.4 0.0 0.4 -0.5415
O 0.562816 -11.999123 16.267857 0.2 0.1 0.0 0.1994
O -1.319826 -11.286215 15.272557 0.0 -0.4 -1.2 0.0981
F -3.150536 -11.805994 17.494917 0.6 -0.6 -0.2 0.0511
H -2.182908 -9.425993 15.458833 0.1 0.0 0.0 0.1194
H -3.360288 -10.646517 15.169953 0.2 -0.8 -0.1 0.1326
H -2.919741 -9.936915 17.774716 1.0 0.5 -0.2 0.1393


Entry 3:
57
Properties=species:S:1:pos:R:3:forces:R:3:lowdin_charge:R:1 method="wB97M-V/def2-TZVPD" total_energy_ha=-1614.85720 lumo_energy_ha="-0.01937 / -0.01388" gap_ev="6.1 / 6.0"
C 0.593582 -0.874068 -5.021252 -0.4 -0.8 0.3 -0.1247
C 0.350249 2.552580 -5.567352 -0.2 0.1 0.0 -0.1174
C -0.677367 -0.963684 -5.420309 0.4 -0.3 -0.2 -0.1224
H 1.176468 -1.810797 -4.965544 -0.3 0.6 -0.4 0.1033
C -0.856983 2.476154 -4.999775 0.2 0.4 -0.3 -0.1133
H 0.681777 3.478089 -6.058171 -0.4 -0.2 0.3 0.1000
H -1.022051 -1.922644 -5.835454 0.2 0.3 0.3 0.1012
H -1.491293 3.369590 -5.005798 0.3 -0.2 -0.1 0.0953
C -1.750766 0.075782 -5.331876 -0.6 0.0 0.1 -0.1964
H -2.630426 -0.477794 -4.949043 0.2 0.3 -0.2 0.1105
H -2.050447 0.456224 -6.321624 0.1 -0.2 0.1 0.1175
C 1.301539 0.361399 -4.558581 0.7 0.1 -0.1 -0.2222
H 2.341024 0.075854 -4.332089 -0.3 0.1 0.0 0.1049
H 0.889479 0.756033 -3.619951 0.2 0.0 -0.3 0.0557
C 1.376623 1.461614 -5.643723 0.4 0.0 0.1 -0.1939
H 1.342243 0.997869 -6.640333 0.0 0.0 0.2 0.1177
H 2.377679 1.923807 -5.592670 -0.4 0.0 0.0 0.1052
C -1.532122 1.274224 -4.389077 -0.5 0.0 0.1 -0.2070
H -2.540402 1.613722 -4.091744 0.4 -0.2 0.0 0.1066
H -1.036575 0.923972 -3.479049 -0.2 0.1 0.0 0.0805
Hg 0.814461 -0.336064 -0.661856 -1.2 0.3 -0.5 0.4965
H 2.340375 -0.795789 -0.322442 1.4 -0.3 -0.2 -0.1970
O -2.326181 -2.047300 0.069263 -0.4 -0.3 0.7 0.1320
C -2.065268 -1.113316 0.723258 0.5 -0.8 -2.0 -0.2261
C -2.377748 -0.138171 1.654562 0.9 1.2 1.2 -0.2526
C -3.676534 0.391612 1.744027 -0.3 0.0 0.0 -0.0276
C -3.868763 1.641980 2.302566 0.1 0.1 0.0 -0.0800
C -2.773139 2.390949 2.748216 -0.1 0.1 0.0 -0.0758
C -1.486484 1.852064 2.736307 0.1 -0.4 0.1 -0.0811
C -1.264031 0.563321 2.245909 -0.9 -0.2 0.3 -0.3325
P 0.361144 -0.162397 2.019474 0.6 0.5 -0.4 0.9285
C 1.438398 0.626923 3.244273 0.3 0.3 0.5 -0.3687
C 2.682134 1.182530 2.870130 -0.7 -0.3 0.2 -0.0826
C 3.526229 1.692697 3.854636 0.4 0.2 0.0 -0.0886
C 3.160915 1.665338 5.200718 -0.4 -0.2 0.0 -0.0816
C 1.919760 1.127063 5.568138 0.1 0.1 -0.1 -0.0794
C 1.058878 0.623038 4.595370 0.3 0.1 0.1 -0.0988
C 0.445926 -1.953343 2.388997 0.0 0.0 0.5 -0.3695
C -0.469491 -2.592681 3.218600 -0.2 -0.4 0.1 -0.0973
C -0.405633 -3.980752 3.389020 0.1 -0.1 -0.1 -0.0758
C 0.526657 -4.744150 2.670888 -0.3 0.2 0.2 -0.0797
C 1.438700 -4.101053 1.834908 0.2 -0.1 0.4 -0.0793
C 1.472473 -2.713861 1.798143 -0.4 0.2 -0.6 -0.1250
H -4.508343 -0.205795 1.379411 0.1 0.2 -0.1 0.1231
H -4.876940 2.045559 2.385046 0.2 -0.1 0.0 0.1073
H -2.930040 3.402086 3.124513 0.1 -0.3 -0.1 0.1058
H -0.639829 2.444851 3.089003 -0.3 -0.2 0.0 0.1107
H 2.956909 1.203996 1.813269 0.0 0.0 0.3 0.0949
H 4.496617 2.121207 3.576416 -0.4 -0.2 0.1 0.1079
H 3.831809 2.056376 5.970917 -0.2 -0.1 -0.3 0.1061
H 1.621602 1.095245 6.615482 0.1 0.1 -0.2 0.1040
H 0.082992 0.221914 4.886855 0.4 0.1 -0.1 0.1100
H -1.228720 -2.007366 3.747855 0.2 -0.3 -0.2 0.1103
H -1.094485 -4.471340 4.080404 0.2 0.1 -0.3 0.1044
H 0.565598 -5.832090 2.790962 -0.1 0.4 -0.1 0.1066
H 2.148605 -4.678839 1.237324 -0.1 0.2 0.4 0.1106
H 2.259192 -2.222383 1.232864 -0.2 0.0 0.0 0.0390